(1)
{"formula": "C4H3LiO2Rb", "method": "ωB97M-V/def2-TZVPD", "elements": ["O", "C", "C", "H", "Li", "C", "C", "O", "Rb", "H", "H"], "coordinates": [[-1.612, 0.976, -1.094], [-0.544, 1.289, -0.398], [-0.096, 0.522, 0.656], [-0.010, 2.210, -0.691], [-1.487, -0.905, -1.272], [1.177, -0.061, 1.239], [-0.125, -0.803, 1.058], [-0.413, -1.954, 0.445], [-0.401, -1.225, -2.714], [1.994, -0.260, 0.524], [1.517, 0.210, 2.247]], "forces_ev_per_a": [[-0.3, -1.2, -1.0], [0.7, -0.1, 0.2], [-0.1, -0.1, -0.1], [-0.2, -0.2, 0.2], [-3.9, 1.8, 7.2], [0.0, 0.2, 0.6], [0.5, -1.2, -2.1], [-0.5, 1.7, -0.3], [4.2, -0.8, -4.6], [-0.2, 0.0, 0.2], [-0.1, 0.0, -0.4]], "multiplicity": 2, "homo_ev": [-4.5821, -7.0691], "gap_ev": [3.4, 5.8], "de_lowest_kcal_mol": 70.6, "total_charge": 0}

(2)
{"formula": "C13H21AlF5OP2S", "method": "ωB97M-V/def2-TZVPD", "elements": ["Al", "H", "H", "P", "P", "C", "H", "H", "H", "C", "H", "H", "H", "C", "H", "H", "H", "C", "H", "H", "H", "C", "H", "H", "H", "C", "H", "H", "H", "C", "O", "H", "F", "C", "C", "F", "C", "F", "C", "S", "C", "F", "C", "F"], "coordinates": [[0.676, -0.898, -1.072], [-0.628, 1.268, -0.165], [-0.041, 1.681, 0.117], [-1.251, -0.213, -2.430], [2.796, -0.346, -0.027], [3.335, -1.794, 0.970], [4.413, -1.703, 1.175], [2.778, -1.857, 1.917], [3.144, -2.706, 0.388], [4.076, -0.293, -1.339], [3.937, 0.622, -1.939], [5.087, -0.305, -0.894], [3.929, -1.175, -1.983], [3.223, 1.081, 1.038], [2.599, 1.104, 1.946], [4.286, 1.029, 1.333], [3.058, 2.016, 0.478], [-0.731, -0.336, -4.189], [-1.583, -0.267, -4.883], [-0.020, 0.474, -4.411], [-0.218, -1.296, -4.333], [-2.545, -1.503, -2.305], [-3.043, -1.422, -1.329], [-3.291, -1.390, -3.108], [-2.078, -2.494, -2.377], [-2.243, 1.326, -2.419], [-1.585, 2.197, -2.569], [-3.009, 1.323, -3.217], [-2.749, 1.440, -1.447], [-0.081, -1.799, 0.692], [-0.676, -2.822, 0.366], [1.396, -1.664, -2.293], [-3.970, 2.141, 4.555], [-2.965, 1.620, 3.825], [-1.637, 1.762, 4.267], [-1.380, 2.502, 5.369], [-0.627, 1.060, 3.624], [0.676, 1.273, 3.963], [-0.917, 0.151, 2.593], [0.321, -1.090, 2.238], [-2.211, 0.178, 2.053], [-2.496, -0.450, 0.871], [-3.237, 0.860, 2.690], [-4.517, 0.716, 2.265]], "forces_ev_per_a": [[-0.1, -0.9, 0.8], [0.7, 0.6, 0.4], [-0.6, -0.4, -0.3], [-1.1, 0.0, -1.3], [1.3, 0.6, 0.4], [-0.3, -0.1, -0.1], [-0.4, 0.0, -0.1], [0.3, 0.1, -0.4], [0.1, 0.1, 0.2], [-0.1, 0.0, 0.0], [0.1, -0.4, 0.2], [-0.5, 0.0, -0.2], [0.2, 0.3, 0.1], [-0.2, 0.3, 0.1], [0.2, -0.1, -0.4], [-0.4, 0.0, -0.2], [0.1, -0.3, 0.2], [0.3, 0.0, 0.1], [0.2, 0.0, 0.4], [-0.2, -0.3, 0.0], [-0.1, 0.3, 0.0], [0.2, -0.2, 0.3], [0.1, -0.1, -0.3], [0.4, 0.1, 0.2], [-0.2, 0.2, 0.0], [0.2, 0.4, 0.4], [-0.2, -0.3, 0.1], [0.4, -0.2, 0.3], [0.1, 0.0, -0.3], [-1.1, -0.7, -5.4], [0.8, 1.1, 2.2], [-0.3, 0.0, 0.3], [0.8, -0.2, -0.8], [-0.1, 0.0, 0.7], [-0.4, 0.3, 0.6], [-0.1, -0.6, -1.1], [0.5, 0.1, -0.2], [-1.1, -0.5, 0.1], [-0.3, -0.1, -0.5], [0.0, 0.5, 2.5], [0.2, -0.1, -0.2], [0.2, 0.1, 1.1], [-0.9, 0.0, 0.1], [1.2, 0.3, 0.2]], "homo_ev": -11.2446, "gap_ev": 7.8, "total_charge": 1}

(3)
{"formula": "H2NO2P", "method": "ωB97M-V/def2-TZVPD", "elements": ["N", "O", "O", "P", "H", "H"], "coordinates": [[0.330, 1.713, 0.730], [0.282, 2.640, -0.099], [1.090, 1.660, 1.701], [-0.630, 0.208, 0.506], [-1.231, 0.318, -0.765], [0.511, -0.583, -0.003]], "forces_ev_per_a": [[1.7, 1.7, -1.2], [-0.2, -1.4, 1.7], [-1.2, 0.2, -1.1], [0.2, -1.9, 0.3], [0.3, 0.6, -0.1], [-0.9, 0.9, 0.5]], "homo_ev": -10.6592, "gap_ev": 10.2, "smiles": "O=[N+]([O-])P", "de_lowest_kcal_mol": 97.4, "total_charge": 0}

(4)
{"formula": "FH3NOPS", "method": "ωB97M-V/def2-TZVPD", "elements": ["N", "O", "F", "P", "S", "H", "H", "H"], "coordinates": [[-0.546, 0.415, -0.240], [1.762, -0.894, 1.417], [1.992, -1.478, -0.971], [2.082, -0.172, 0.075], [3.658, 0.978, -0.160], [-0.056, 1.313, -0.172], [-0.668, 0.171, -1.275], [0.990, -1.376, 1.120]], "forces_ev_per_a": [[3.1, -1.2, -0.8], [0.7, 0.1, 0.5], [0.3, 2.0, 1.4], [-0.6, 0.2, -3.3], [-2.1, -1.3, 0.4], [-0.7, 0.3, -0.5], [0.5, 0.7, 1.6], [-1.2, -0.8, 0.7]], "homo_ev": -9.5386, "gap_ev": 7.5, "de_lowest_kcal_mol": 95.1, "total_charge": 0}

(5)
{"formula": "C31H22BrN3O2PdS2", "method": "ωB97M-V/def2-TZVPD", "elements": ["Pd", "C", "O", "C", "C", "C", "Br", "C", "C", "C", "O", "C", "N", "C", "C", "C", "C", "C", "C", "N", "H", "H", "H", "H", "H", "H", "H", "H", "H", "H", "H", "S", "C", "N", "C", "C", "C", "C", "C", "C", "S", "H", "H", "H", "H", "C", "C", "C", "C", "C", "C", "C", "C", "C", "C", "H", "H", "H", "H", "H", "H", "H"], "coordinates": [[0.616, 2.133, 0.411], [3.900, 3.195, 0.037], [3.153, 2.014, 0.272], [3.836, 0.839, 0.238], [5.205, 0.720, 0.056], [5.776, -0.546, 0.002], [7.665, -0.687, -0.128], [5.009, -1.687, 0.025], [3.627, -1.578, 0.200], [3.058, -0.321, 0.403], [1.749, -0.132, 0.760], [2.823, -2.785, 0.140], [3.291, -3.988, 0.332], [2.237, -4.842, 0.165], [2.158, -6.228, 0.272], [0.923, -6.809, 0.088], [-0.218, -6.057, -0.206], [-0.160, -4.685, -0.331], [1.077, -4.096, -0.146], [1.472, -2.783, -0.150], [4.421, 3.148, -0.924], [4.616, 3.366, 0.844], [3.177, 4.010, 0.013], [5.833, 1.592, -0.022], [5.442, -2.665, -0.090], [1.383, -0.952, 1.117], [3.039, -6.807, 0.499], [0.820, -7.878, 0.189], [-1.165, -6.561, -0.330], [-1.031, -4.084, -0.543], [0.919, -2.024, -0.517], [0.993, 4.469, 0.961], [-0.666, 4.602, 0.653], [-1.435, 3.548, 0.670], [-2.735, 3.858, 0.395], [-3.819, 2.984, 0.368], [-5.075, 3.491, 0.111], [-5.282, 4.847, -0.121], [-4.225, 5.735, -0.095], [-2.963, 5.234, 0.161], [-1.467, 6.122, 0.280], [-3.661, 1.934, 0.550], [-5.925, 2.826, 0.101], [-6.278, 5.216, -0.315], [-4.376, 6.791, -0.256], [-3.278, -1.482, 1.429], [-2.337, -0.680, 2.096], [-1.492, 0.124, 1.382], [-1.573, 0.192, -0.032], [-0.712, 1.031, -0.790], [-0.885, 1.134, -2.145], [-1.903, 0.411, -2.798], [-2.718, -0.428, -2.091], [-2.567, -0.578, -0.697], [-3.388, -1.436, 0.067], [-3.929, -2.122, 2.006], [-2.290, -0.704, 3.176], [-0.754, 0.763, 1.897], [-0.251, 1.785, -2.738], [-2.037, 0.532, -3.863], [-3.508, -0.973, -2.589], [-4.118, -2.047, -0.448]], "forces_ev_per_a": [[-2.8, -0.4, -1.5], [0.1, 0.5, -0.1], [0.2, -0.4, 0.0], [0.0, -0.4, 0.0], [-0.2, 0.1, 0.1], [0.0, -0.2, 0.0], [-0.1, 0.0, -0.1], [0.1, 0.3, 0.0], [0.1, 0.7, 0.0], [0.4, 0.0, -0.1], [0.0, 0.2, -0.2], [-0.2, -0.5, 0.0], [0.6, 0.4, 0.2], [-0.9, 0.3, -0.3], [0.0, 0.2, 0.0], [0.1, -0.2, 0.0], [-0.1, 0.1, 0.0], [-0.1, 0.1, 0.0], [0.2, -0.7, 0.2], [0.1, 0.1, 0.1], [0.0, -0.1, 0.1], [0.0, 0.0, 0.0], [0.2, -0.1, 0.0], [0.0, 0.1, 0.0], [0.1, -0.1, 0.0], [-0.1, 0.1, 0.1], [0.1, -0.1, 0.1], [0.0, -0.1, 0.0], [-0.1, -0.1, 0.0], [-0.2, 0.0, -0.1], [0.1, 0.1, -0.1], [1.0, 0.8, 0.5], [-0.1, 0.3, 0.1], [1.2, -0.5, -0.1], [-1.0, 0.5, -0.2], [0.2, 0.0, 0.0], [-0.2, 0.0, 0.0], [-0.1, 0.1, 0.0], [0.0, -0.1, 0.0], [0.2, -0.2, 0.1], [0.0, -0.6, 0.2], [0.0, -0.2, 0.0], [-0.1, -0.1, 0.0], [-0.1, 0.0, 0.0], [0.0, 0.1, 0.0], [-0.2, -0.1, -0.2], [0.3, 0.2, 0.1], [0.3, 0.2, 0.4], [0.1, 0.0, 0.1], [0.7, -0.1, 0.6], [0.7, 0.5, 0.4], [-0.3, -0.2, 0.2], [0.0, 0.0, -0.3], [0.3, 0.3, 0.1], [-0.1, 0.0, 0.2], [0.0, -0.1, 0.0], [0.1, 0.0, 0.0], [-0.5, -0.4, -0.2], [0.0, 0.0, 0.1], [0.0, 0.0, 0.0], [0.0, -0.1, -0.1], [-0.1, 0.0, 0.0]], "homo_ev": [-7.6057, -7.6303], "gap_ev": [6.4, 6.2], "total_charge": 0}